Entry 1:
Entry from the OMol25 dataset: a molecular structure, C28H33I2N8OS3V (ωB97M-V/def2-TZVPD).

## Properties
* multiplicity: 4
* charge: +1
* LUMO level (alpha / beta): -2.61 / -2.73 eV
* relative energy (zero: lowest compared OMol25 entry of this formula, charge and spin): 0.0 kcal/mol
* expectation value of S²: 3.7594

Cartesian coordinates (Å):
V -0.11204 -0.36582 -0.73106
N 0.96840 0.00979 1.29365
C 2.01451 -0.70630 2.07456
C 2.73928 -1.75760 1.25100
N 1.74808 -2.65424 0.68908
C 2.19759 -3.54649 -0.37053
C 0.98970 -3.84934 -1.24429
N 0.47597 -2.59422 -1.86329
H 0.12147 0.11215 1.85963
H 1.26815 0.97153 1.16116
H 2.73894 0.01005 2.46345
H 1.54102 -1.18401 2.93242
H 3.34528 -1.26776 0.47033
H 3.42815 -2.30815 1.89469
H 1.08690 -2.05689 0.20373
H 2.98230 -3.08810 -0.99811
H 2.61884 -4.46693 0.03608
H 1.22946 -4.58988 -2.00834
H 0.19253 -4.25367 -0.61812
H 1.05416 -2.37194 -2.67057
H -0.44070 -2.78568 -2.25670
I -1.11355 4.62975 0.54650
C 0.52008 3.76658 -0.39288
C 1.64224 4.56243 -0.68846
C 2.75473 4.04295 -1.29100
I 4.36227 5.30359 -1.69004
C 2.79076 2.66307 -1.62176
C 3.88022 2.01784 -2.24835
C 3.81778 0.68243 -2.52537
C 2.66033 -0.02733 -2.17458
N 1.61756 0.52799 -1.59880
C 1.66542 1.86785 -1.30856
C 0.48163 2.41687 -0.70197
O -0.53601 1.63461 -0.47350
H 1.61242 5.61152 -0.42699
H 4.75924 2.59532 -2.50130
H 4.63844 0.16418 -2.99995
H 2.60890 -1.09198 -2.36687
C -0.50562 1.20274 -4.02387
C -1.59740 0.33648 -3.49467
N -1.52322 -0.34687 -2.37822
C -2.70804 -1.00227 -2.10414
C -3.67779 -0.82601 -3.03847
S -3.09923 0.18301 -4.28222
C -2.82045 -1.74227 -0.84595
C -3.84565 -2.55669 -0.48969
S -3.56598 -3.17846 1.07269
C -2.08323 -2.33444 1.16881
N -1.81742 -1.61576 0.10436
C -1.21343 -2.46003 2.37126
H 0.42043 0.63667 -4.11887
H -0.33095 2.02876 -3.33255
H -0.76511 1.61283 -4.99773
H -4.68831 -1.19678 -3.03318
H -4.72045 -2.81103 -1.06406
H -1.55665 -3.27219 3.01025
H -1.25545 -1.52958 2.93865
H -0.18768 -2.66739 2.06196
N -4.53327 1.09787 2.48530
C -3.29042 1.18410 1.95932
S -1.94363 1.06964 2.95475
N -3.16108 1.36941 0.62981
C -4.17678 1.51883 -0.34134
C -3.95060 2.42864 -1.37345
C -4.89891 2.60292 -2.36758
C -6.08533 1.88095 -2.34547
C -6.30232 0.96582 -1.32656
C -5.35113 0.76813 -0.33384
H -4.56354 1.12479 3.49165
H -5.31640 1.49335 1.98846
H -2.21050 1.60646 0.33401
H -3.03394 3.00611 -1.37138
H -4.71476 3.32194 -3.15561
H -6.83434 2.03558 -3.11032
H -7.22109 0.39330 -1.29880
H -5.51769 0.01736 0.42623

***

Entry 2:
Entry from the OMol25 dataset: a molecular structure, C28H33MgN4 (ωB97M-V/def2-TZVPD).

## Properties
* charge: +1
* LUMO level: -2.54 eV

Cartesian coordinates (Å):
Mg -0.32714 0.42373 0.13073
C 1.57833 -1.26954 -1.50689
N 1.69069 -0.39299 -0.30874
C 2.50495 0.76513 -0.68346
C 1.78895 1.59635 -1.73509
C 2.43954 2.42295 -2.66293
C 1.63208 3.28606 -3.42532
C 0.22820 3.25667 -3.25121
C -0.30777 2.32795 -2.38005
N 0.45820 1.54875 -1.60053
C 2.40844 -1.03783 0.82770
C 1.76188 -2.33089 1.19122
C 2.56304 -3.46629 1.54143
C 2.06947 -4.63582 2.09500
C 0.62182 -4.64615 2.11797
C -0.09043 -3.54917 1.67598
N 0.41273 -2.38900 1.22344
C 0.16153 -1.75656 -1.94707
C 0.03302 -2.59608 -3.00232
C -1.25747 -2.97032 -3.34089
C -2.34804 -2.43193 -2.71343
C -2.16632 -1.43845 -1.74834
N -0.86740 -1.13706 -1.37749
H 1.98836 -0.81831 -2.34047
H 2.26208 -2.13061 -1.39687
H 2.72017 1.44795 0.18991
H 3.55686 0.41188 -0.94379
H 3.50302 2.39603 -2.74984
H 2.12994 4.02860 -4.06530
H -0.45482 3.97850 -3.69695
H -1.39766 2.21197 -2.41181
H 3.42222 -1.22967 0.54459
H 2.25219 -0.37698 1.67711
H 3.64301 -3.36222 1.56981
H 2.67195 -5.46028 2.43929
H -0.05213 -5.49647 2.34914
H -1.14991 -3.63285 1.67612
H 0.88572 -3.06122 -3.51803
H -1.44164 -3.66130 -4.16552
H -3.37772 -2.68556 -3.00642
H -2.99301 -0.78870 -1.37605
C -1.13625 0.74984 2.38147
C -0.23563 1.75012 2.12258
C -0.74235 2.47847 1.03417
C -2.04369 1.94226 0.63565
C -2.25814 0.82136 1.45990
C -3.22821 -0.39402 1.33714
C -3.04424 2.65888 -0.22114
C -0.21245 3.76472 0.43663
C 1.00184 2.00273 2.88195
C -1.07125 -0.18999 3.57137
H -3.85616 -0.60441 2.22274
H -2.74301 -1.39093 1.18469
H -4.01491 -0.28050 0.56715
H -3.73066 1.86331 -0.61293
H -2.50698 3.14031 -1.00544
H -3.64607 3.40444 0.28097
H -0.87419 4.57284 0.74676
H -0.24184 3.70028 -0.66294
H 0.73910 4.03589 0.82835
H 1.58332 1.08852 3.00810
H 0.80357 2.34797 3.91742
H 1.65609 2.65257 2.39526
H -0.09371 -0.47789 3.94799
H -1.52592 -1.14732 3.25877
H -1.73522 0.16026 4.38873

***

Entry 3:
Entry from the OMol25 dataset: a molecular structure, C28H33MnN8S (ωB97M-V/def2-TZVPD).

## Properties
* multiplicity: 5
* charge: +2
* LUMO level (alpha / beta): -6.23 / -6.60 eV
* relative energy (zero: lowest compared OMol25 entry of this formula, charge and spin): 71.2 kcal/mol
* expectation value of S²: 6.1488

Cartesian coordinates (Å):
Mn 0.74057 1.04286 -0.72570
N 0.82694 2.56931 -2.21851
C -0.45764 3.23646 -2.28839
C -0.94825 3.82352 -3.41799
C -2.18591 4.50510 -3.38864
C -2.88341 4.62857 -2.22138
C -2.39500 4.03489 -1.03199
C -3.02934 4.17071 0.22705
C -2.46342 3.59526 1.32889
C -1.29737 2.82252 1.17085
N -0.69975 2.63636 0.01689
C -1.20063 3.29206 -1.07629
H 1.55579 3.22330 -1.93830
H 1.10127 2.23744 -3.13924
H -0.37428 3.79679 -4.33677
H -2.55494 4.96401 -4.29528
H -3.80599 5.19348 -2.18545
H -3.94017 4.75131 0.30446
H -2.89510 3.71071 2.31281
H -0.85291 2.34040 2.03447
S 2.82814 1.36365 0.14931
C 2.97249 -0.28124 0.74720
N 4.05528 -0.74359 1.42482
N 4.98857 0.07801 1.63299
C 6.17891 -0.25431 2.31533
C 7.11600 0.75899 2.47738
C 8.29814 0.47919 3.13976
C 8.53082 -0.79885 3.62906
C 7.58184 -1.80119 3.45706
C 6.39508 -1.53980 2.79774
N 2.06452 -1.21702 0.55946
N 0.98987 -0.78239 -0.06078
C 0.11801 -1.76270 -0.51463
C 0.35685 -3.07779 -0.65553
C -0.60193 -3.93212 -1.33011
C -1.81395 -3.52349 -1.72339
C -2.29522 -2.14967 -1.43119
C -1.20715 -1.14524 -0.91375
H 4.88611 1.03977 1.28723
H 6.92297 1.75270 2.09010
H 9.03638 1.25738 3.27297
H 9.45509 -1.01717 4.14599
H 7.77124 -2.79447 3.83975
H 5.65044 -2.30945 2.65544
H 1.31545 -3.47739 -0.35686
H -0.28785 -4.94152 -1.56549
H -2.46389 -4.17449 -2.29397
H -3.94313 -1.66294 -0.12688
H -1.71705 0.63635 -1.85338
C -4.02664 -3.01031 2.02846
C -3.08499 -3.24577 0.86566
N -2.99428 -2.02985 -0.01557
C -3.23432 -1.62404 -2.51666
C -4.17084 -0.46840 -2.15589
C -2.03576 -0.95937 0.32810
C -1.66527 -0.62935 1.71673
N -0.89047 0.06299 -1.70934
H -4.11115 -3.93049 2.60459
H -5.02911 -2.75494 1.67904
H -3.67910 -2.23019 2.70299
H -3.44542 -4.05094 0.22815
H -2.07152 -3.49579 1.17332
H -3.83413 -2.46359 -2.87277
H -2.60068 -1.35086 -3.36402
H -5.03115 -0.80062 -1.56892
H -4.58739 -0.03568 -3.06376
H -3.69185 0.34155 -1.59950
H -1.32484 -1.51800 2.26247
H -2.50282 -0.19346 2.26552
H -0.83624 0.07417 1.71352
H -0.57454 -0.24136 -2.62925

***

no.,calculated total energy (hartree),strongest force on any atom (eV Å⁻¹)
1,-4334.0333,0.512
2,-1505.7244,3.579
3,-3073.4284,0.246